The following is a quantum chemistry calculation of the ion C10H12NO with charge +1 at a distorted geometry, from OMol25.

```
24
Properties=species:S:1:pos:R:3
C 3.430 1.085 -1.737
C 3.862 0.065 -0.872
C 2.076 1.318 -1.952
C 2.828 -0.718 -0.288
C 1.055 0.677 -1.241
C 1.570 -0.265 -0.446
C -0.278 1.197 -1.321
C -2.179 -1.610 0.357
C -2.412 -1.203 1.881
C -1.145 -0.483 0.269
N -1.600 0.068 1.630
O -1.404 0.441 -0.758
H 4.232 1.466 -2.484
H 4.877 -0.310 -0.939
H 1.787 2.252 -2.470
H 3.131 -1.352 0.530
H -0.250 2.248 -0.882
H -0.672 1.170 -2.446
H -1.867 -2.567 0.065
H -3.017 -1.440 -0.263
H -3.352 -1.070 2.323
H -1.858 -1.860 2.463
H -2.267 0.857 1.486
H -1.215 0.263 2.590
```

- Orbital gap (spin up / spin down): 7.4 / 8.9 eV
- Total charge: +1
- 2S+1: 1
- Total energy: -14088.997 eV
- HOMO (spin up / spin down): -12.198 / -12.660 eV